(1)
Computed, not measured: a structure of composition C41H37F5MnOP2, with wB97M-V/def2-TZVPD.

XYZ file:
```
87
Properties=species:S:1:pos:R:3:forces:R:3:mulliken_spin:R:1
Mn 1.04657 -0.71907 3.62631 -0.5236 0.2399 2.5149 5.11
C -2.52314 0.03306 5.49971 0.8911 -0.7288 -0.8789 0.01
C -2.70054 -0.25295 4.20041 1.4299 -0.2641 -0.0694 -0.01
C -2.98621 0.71722 3.07669 -1.4701 -0.4517 -0.2291 0.00
C -1.87361 1.55545 2.41918 -0.1433 0.2505 -0.1880 -0.02
C -0.65446 1.88216 3.22497 0.3945 0.8616 -0.6567 0.08
C -0.70862 2.32704 4.48172 1.0312 -0.6026 0.6577 -0.05
C -1.97124 2.56689 5.23370 -0.3746 -0.2502 0.5016 0.00
C -2.45668 1.38466 6.12172 -0.3425 0.4185 0.8114 -0.01
C 2.88271 0.15488 3.94097 -0.2127 -0.3402 -0.6604 -0.12
H -2.15655 -0.77570 6.14897 -0.4760 0.2191 -0.3121 0.00
H -2.41678 -1.27018 3.83649 -0.6122 0.5587 0.5900 0.00
H -3.80630 1.39376 3.38998 0.3838 -0.3696 -0.1459 0.00
H -3.41429 0.08802 2.26332 0.0284 0.5445 0.3938 0.00
H -1.55557 1.06340 1.49420 -0.1137 0.2862 0.1312 0.00
H -2.35346 2.50848 2.13222 0.2324 -0.2843 -0.2212 0.00
H 0.24270 2.12331 2.61316 -0.1936 -0.7949 0.6541 0.01
H 0.23351 2.46670 5.05036 -0.6087 0.2949 -0.5670 0.00
H -2.78090 2.84471 4.53895 0.3739 0.0751 0.3082 0.00
H -1.77512 3.40421 5.92518 -0.2748 -0.1647 -0.3465 0.00
H -1.80577 1.28380 7.01552 -0.2551 0.2082 -0.5211 0.00
H -3.45023 1.66022 6.52511 0.3280 -0.0298 -0.0911 0.00
H 3.17186 -0.26525 4.91099 0.0161 0.2042 -0.2051 0.02
H 2.61781 1.21856 4.01802 0.3930 -0.1915 -0.0005 0.02
H 3.62355 -0.06077 3.16110 -0.0601 0.3591 0.3446 0.03
P -0.17634 -1.85366 -3.90498 1.0559 -0.4639 0.5525 0.00
P 1.70765 0.56458 -4.22474 1.1338 -0.7183 -0.3277 0.00
C -0.88044 -0.27300 -4.43326 0.6662 0.6314 -0.0527 0.00
C -0.00573 0.68758 -4.82594 -0.2823 -0.5867 -0.1763 0.00
C -0.79990 -3.10218 -5.10473 -0.3385 0.2847 -0.1990 0.00
C -1.94535 -2.87380 -5.87303 -0.0880 -0.4558 0.0589 0.00
C -2.46324 -3.89126 -6.67252 0.0606 -0.0917 -0.2140 0.00
C -1.79387 -5.11267 -6.79906 0.0232 0.3409 0.2339 0.00
C -0.58353 -5.29433 -6.13198 -0.0319 0.1171 0.0030 0.00
C -0.08073 -4.29657 -5.29603 -0.2145 0.2171 0.2036 0.00
C -1.12965 -2.02969 -2.36880 -0.2937 -0.5936 0.2754 0.00
C -0.74619 -1.19950 -1.29489 -0.2656 -0.1138 -0.0621 -0.02
C -1.43493 -1.26953 -0.08322 0.0817 -0.2857 -0.3322 -0.07
C -2.46957 -2.19548 0.09191 0.2345 -0.0381 -0.2698 0.00
C -2.80625 -3.04962 -0.95702 0.0415 -0.1981 -0.2473 0.00
C -2.14340 -2.98083 -2.19152 0.0599 0.4276 0.5080 0.00
C 2.54688 1.21597 -5.72367 0.1959 0.2932 -0.2284 0.00
C 2.48664 0.39967 -6.86727 -0.1428 0.2739 -0.0816 0.00
C 2.86419 0.89278 -8.11589 0.1963 0.2801 0.2311 0.00
C 3.38456 2.19121 -8.21839 -0.0280 -0.1139 0.1503 0.00
C 3.54635 2.97228 -7.06895 0.0346 -0.2656 -0.0737 0.00
C 3.14126 2.48146 -5.82282 -0.1914 -0.0234 -0.3497 0.00
C 1.89310 1.95164 -3.05957 -0.3808 0.4187 0.2355 0.00
C 3.06829 2.03606 -2.28292 -0.1828 0.1228 -0.1426 0.00
C 3.32386 3.18509 -1.52498 -0.3825 -0.2208 -0.2459 0.00
C 2.38831 4.22644 -1.49360 0.1414 -0.2692 -0.1641 0.00
C 1.18507 4.09526 -2.18184 -0.4086 -0.1571 -0.0739 0.00
C 0.91643 2.94905 -2.94527 0.5624 0.3446 0.3092 0.00
H -1.95871 -0.15719 -4.33471 -0.0648 0.1581 -0.9198 0.00
H -0.20324 1.48212 -5.55502 -0.5934 0.2452 0.7731 0.00
H -2.42980 -1.90040 -5.83540 -0.1027 -0.2787 0.0726 0.00
H -3.39641 -3.73750 -7.20900 0.1675 0.0385 0.0273 0.00
H -2.20522 -5.90707 -7.42189 0.1096 0.2320 0.1458 0.00
H -0.02995 -6.21926 -6.26655 -0.0384 0.1308 0.0556 0.00
H 0.87536 -4.43828 -4.78752 -0.3158 0.0225 -0.0455 0.00
H 0.09731 -0.50368 -1.41702 -0.4365 -0.2732 0.0333 0.00
H -1.14588 -0.61569 0.73259 -0.0215 -0.1129 -0.0741 0.08
H -2.97977 -2.27563 1.04974 0.0395 0.0483 -0.1957 0.00
H -3.58360 -3.80173 -0.82534 0.1217 0.2123 0.0494 0.00
H -2.40075 -3.65675 -3.01342 0.0129 0.2528 0.3592 0.00
H 2.09892 -0.61767 -6.78452 -0.0032 0.2495 -0.0076 0.00
H 2.75190 0.27003 -9.00516 0.0883 0.1783 0.2616 0.00
H 3.67697 2.58442 -9.19397 -0.0881 -0.1055 0.2988 0.00
H 3.97896 3.97448 -7.14120 -0.1450 -0.3701 0.0096 0.00
H 3.25615 3.11008 -4.94042 -0.1079 -0.1409 -0.1739 0.00
H 3.77587 1.19422 -2.27664 -0.2689 0.4786 -0.1335 0.00
H 4.24694 3.26509 -0.96077 -0.0913 -0.0199 -0.0292 0.00
H 2.60334 5.13229 -0.93019 -0.0781 -0.1943 -0.0816 0.00
H 0.43390 4.89019 -2.13169 0.2963 -0.2769 0.0191 0.00
H -0.03916 2.82482 -3.45577 0.2943 0.2251 0.0568 0.00
F 0.77643 -0.91051 11.26749 -0.1277 -0.0097 -0.2436 0.00
C 0.64792 -0.98363 9.93354 0.1088 -0.0854 -0.6456 0.01
C 0.79078 0.15528 9.13981 -0.1367 -0.4031 0.4290 0.00
F 1.01920 1.33094 9.73955 -0.0039 0.0352 -0.1237 0.00
C 0.70906 0.07742 7.76333 0.0484 -0.5622 -0.8205 0.02
F 0.88756 1.20539 7.03829 -0.0090 0.0383 0.2271 0.00
C 0.52693 -1.13104 7.01772 0.2663 0.0558 1.5904 -0.02
O 0.56369 -1.12432 5.71834 -0.1485 -0.4441 -0.8974 -0.09
C 0.36753 -2.27098 7.90045 -0.0652 0.3801 -0.9168 0.00
F 0.14827 -3.49060 7.35998 0.0948 0.2449 -0.0296 0.00
C 0.42859 -2.20308 9.29251 0.0444 0.3479 0.2511 0.00
F 0.28819 -3.31130 10.05888 0.0559 0.4981 -0.6566 0.00
```
Positions in Å, forces in eV/Å.

frontier orbital gap (spin up / spin down) = 6.43 / 6.07 eV
lowest unoccupied orbital energy (spin up / spin down) = -1.07 / -1.43 eV
energy = -108644.133 eV
<S²> = 8.771
2S+1 = 6


(2)
Computed, not measured: a structure of composition C41H37FIrN13O8, with wB97M-V/def2-TZVPD.

XYZ file:
```
101
Properties=species:S:1:pos:R:3:forces:R:3:mulliken_spin:R:1
Ir -0.91794 -1.57968 -0.76348 -0.6443 1.2507 0.5340 0.70
O -0.67344 -7.33119 0.38130 -0.3207 0.1590 -0.1729 0.00
C -1.84585 -6.95314 -0.13128 0.3567 -0.2377 0.1710 0.00
O -2.67445 -7.72083 -0.51593 -0.0726 0.0453 0.0638 0.00
C -2.10971 -5.47899 -0.22305 0.0080 -0.0537 -0.1084 0.00
C -3.35232 -4.95765 -0.52077 -0.1015 0.2257 -0.0626 0.00
N -3.22494 -3.61944 -0.63414 -0.1730 -0.0061 0.0445 0.00
N -1.96177 -3.25845 -0.40598 0.0194 -0.5658 0.6373 -0.02
C -1.27648 -4.36181 -0.17039 -0.1389 -0.3182 0.1379 0.00
C 0.14948 -4.12185 0.07977 0.2357 -0.1764 0.2166 0.00
O 0.89812 -4.94977 0.52804 0.0040 0.2477 -0.1993 0.01
O 0.50504 -2.86948 -0.21030 0.6202 0.3858 -0.5351 0.06
H -0.08980 -6.57590 0.57826 0.1139 -0.0321 0.0371 0.00
H -4.29607 -5.46411 -0.64904 -0.0023 0.0194 -0.0344 0.00
H -3.94001 -2.92258 -0.78723 -0.0269 0.0407 0.0749 0.00
C 0.01959 3.75695 -1.56748 -0.0319 0.1975 -0.2220 0.00
N 0.16442 2.30265 -1.50784 0.2325 0.0049 0.0493 0.00
C -0.75662 1.35842 -1.54285 -0.1772 0.1475 -0.1200 -0.01
N -0.15168 0.16715 -1.56226 0.8952 0.3196 0.6595 0.02
C 1.18384 0.47866 -1.49654 0.1786 -0.0342 -0.2698 0.00
N 1.41270 1.75873 -1.48210 -0.4334 -0.1074 -0.0475 0.00
C 0.11586 4.30254 -2.97698 -0.0122 0.3784 0.0097 0.00
C 0.05631 5.68656 -3.16652 -0.0031 -0.0611 0.2445 0.00
C 0.16637 6.24078 -4.43221 0.0170 -0.0664 0.1180 0.00
C 0.32895 5.42357 -5.53827 -0.0293 -0.4129 0.0844 0.00
C 0.36638 4.03873 -5.35497 -0.1411 0.5750 0.7979 0.00
C 0.26899 3.48277 -4.07001 0.0313 0.0614 -0.4767 0.00
C 0.48025 3.17085 -6.48694 0.4765 0.0470 -2.1639 0.00
N 0.78202 3.46906 -7.73704 -0.2418 0.3577 1.8186 0.00
N 0.76021 2.31529 -8.43305 -0.4482 -1.7690 0.5139 0.00
C 0.43214 1.35779 -7.58357 0.5867 1.9943 -1.0341 0.00
O 0.25292 1.85052 -6.34098 -0.1092 -0.1913 0.2565 0.00
C 0.22211 -0.03267 -7.83494 -0.1818 -1.0909 -0.1023 0.00
C 0.62137 -0.59329 -9.05654 -0.0984 0.1686 0.4286 0.00
C 0.40078 -1.93803 -9.28000 -0.1116 -0.1091 0.1097 0.00
C -0.22372 -2.71406 -8.30985 -0.0870 -0.1511 0.1304 0.00
C -0.64437 -2.15568 -7.10248 0.1588 -0.3340 -0.3220 0.00
C -1.41217 -2.99898 -6.11164 0.0059 0.1827 -0.3601 0.00
N -0.95932 -2.80855 -4.72760 0.0384 -0.2300 0.1534 0.01
C -1.52680 -2.13706 -3.73945 -0.1776 0.0411 -0.3764 0.01
N -0.79288 -2.30426 -2.64136 0.1575 -0.7052 -0.1660 0.02
C 0.24673 -3.11374 -3.04407 0.1081 -0.1642 -0.2371 0.01
N 0.16790 -3.42911 -4.30500 -0.3099 0.3319 0.2169 0.00
C -0.41056 -0.81983 -6.86359 0.1819 0.4504 -0.2737 0.00
H 0.82221 4.16231 -0.95524 0.0009 -0.0344 0.0844 0.00
H -0.93477 4.02702 -1.11659 -0.0371 -0.1030 0.0610 0.00
H -1.82289 1.53327 -1.56285 0.0539 0.0400 0.0091 0.00
H 1.96554 -0.26474 -1.47459 -0.0295 0.0140 0.0432 0.00
H -0.07262 6.34030 -2.31011 0.0114 -0.0106 -0.0264 0.00
H 0.12127 7.31434 -4.55461 0.0048 -0.0123 0.0101 0.00
H 0.41031 5.83270 -6.53656 0.0009 -0.0282 0.0192 0.00
H 0.33380 2.40803 -3.96127 0.0027 -0.0131 -0.0609 0.00
H 1.10323 0.03096 -9.79721 -0.0198 0.0056 0.0276 0.00
H 0.71213 -2.39149 -10.21100 -0.0030 -0.0021 0.0147 0.00
H -0.39072 -3.76864 -8.49901 0.0024 0.0292 -0.0020 0.00
H -1.29388 -4.05480 -6.33809 -0.0036 -0.0605 0.0758 0.00
H -2.47464 -2.75777 -6.14514 -0.0342 0.0028 0.1265 0.00
H -2.44041 -1.56873 -3.82155 0.0351 -0.0183 -0.0235 0.00
H 1.03944 -3.44240 -2.39297 -0.0035 0.0393 -0.0740 0.00
H -0.73268 -0.35651 -5.93785 0.0173 0.0493 -0.0062 0.00
C -2.66226 0.73597 6.44536 0.0272 -0.0786 -0.0574 0.00
C -2.33976 1.76369 5.37214 -0.0779 -0.0572 0.1187 0.00
N -1.69228 1.16008 4.18451 0.0179 -0.0578 -0.1642 0.00
C -2.42954 0.92219 3.10316 -0.0550 0.1168 0.1619 0.00
C -1.95206 0.33085 1.95249 0.0014 0.0023 -0.0174 0.00
C -2.88931 0.19123 0.81135 -0.0600 0.3117 0.6134 0.00
O -3.90673 0.82766 0.74879 0.1897 -0.2474 -0.2783 0.02
O -2.58478 -0.74641 -0.08997 -0.2549 -0.0648 -1.3798 0.16
C -0.61134 -0.05343 1.88798 0.1102 -0.0532 0.0533 0.01
O -0.06187 -0.57806 0.85380 -0.2523 -0.7163 0.5661 0.03
C 0.20396 0.20888 3.04753 0.0563 -0.1185 -0.1524 0.01
C 1.55656 -0.16108 3.07000 -0.0152 -0.0819 -0.1500 0.00
C 2.31992 0.07202 4.16706 0.1686 -0.0496 -0.0049 0.00
F 3.60886 -0.30107 4.12347 -0.0964 0.0555 -0.0318 0.00
C 1.81095 0.69620 5.33251 0.1899 0.0271 0.3853 0.00
C 0.46749 1.03957 5.30968 -0.1835 0.0689 -0.0179 0.00
C -0.34055 0.80915 4.18755 -0.1067 0.1413 0.1640 -0.01
N 2.58733 0.92418 6.47787 -0.1203 -0.0804 -0.2636 0.00
C 3.95397 0.39332 6.60837 -0.0596 0.0621 -0.0030 0.00
C 4.48670 0.68255 8.01058 0.0029 -0.0285 -0.0641 0.00
N 3.35363 0.58243 8.99165 0.0368 0.1240 -0.0870 0.00
C 2.36013 1.70592 8.77693 -0.0078 0.0855 0.0084 0.00
C 2.36790 2.10570 7.30307 0.0518 -0.0584 -0.0565 0.00
H -3.06606 1.23867 7.32363 -0.0067 -0.0010 -0.0266 0.00
H -1.78286 0.16521 6.74564 -0.0175 0.0213 0.0174 0.00
H -3.41203 0.03064 6.08655 0.0074 0.0064 0.0212 0.00
H -1.69982 2.56232 5.74258 0.0404 0.0119 -0.0549 0.00
H -3.25578 2.23197 5.02168 0.0175 0.0600 -0.0448 0.00
H -3.47055 1.21964 3.13952 0.0190 0.0492 0.0286 0.00
H 1.99962 -0.63665 2.20527 0.0181 0.0036 0.0213 0.00
H 0.02232 1.46900 6.19343 0.0112 -0.0304 -0.0287 0.00
H 4.65513 0.82915 5.89515 0.0142 0.0302 -0.0007 0.00
H 3.93383 -0.68093 6.43906 0.0096 -0.0310 0.0029 0.00
H 4.90148 1.68273 8.10722 -0.0258 0.0367 0.0400 0.00
H 5.26186 -0.03182 8.27575 -0.0296 -0.0333 0.0694 0.00
H 3.70250 0.60203 9.95066 0.0064 -0.0227 0.0328 0.00
H 2.88685 -0.31590 8.86188 -0.0286 -0.0259 0.0297 0.00
H 2.65482 2.54332 9.40613 0.0429 -0.0409 0.0550 0.00
H 1.38684 1.34845 9.10282 0.0020 -0.0729 0.0156 0.00
H 3.14508 2.85140 7.11007 0.0052 0.0086 -0.0012 0.00
H 1.42298 2.58447 7.07211 -0.0004 0.0145 -0.0223 0.00
```
Positions in Å, forces in eV/Å.

frontier orbital gap (spin up / spin down) = 5.32 / 3.50 eV
lowest unoccupied orbital energy (spin up / spin down) = -8.10 / -9.92 eV
charge = +3
energy = -84401.851 eV
<S²> = 0.754
2S+1 = 2